1.
ORCA calculation (wB97M-V/def2-TZVPD) on a 2-piece molecular cluster, C6H10O overall.

Results
total energy: -309.77243 Ha
LUMO level: 0.895 eV
molecular weight: 98.14 g/mol
max |F|: 0.0064 hartree/bohr
relative energy (zero: lowest compared OMol25 entry of this formula, charge and spin): 183.64 kJ/mol
SMILES string: C=C/C=C/O.C=C
charge: 0
2S+1: 1

```
17
Properties=species:S:1:pos:R:3:forces:R:3
C -0.472942 -1.924014 -1.097571 0.1 0.0 0.1
C 0.043530 -2.127074 0.117220 -0.1 0.0 -0.1
C 0.121831 -1.127640 1.191833 -0.1 0.2 0.0
C -0.775852 -0.149400 1.350428 0.1 -0.3 -0.2
O -0.740043 0.830930 2.287649 0.2 0.0 0.1
H -0.846396 -0.949832 -1.407284 0.1 -0.1 0.1
H -0.530337 -2.727713 -1.825957 0.0 0.1 0.1
H 0.451153 -3.109857 0.354841 -0.1 0.1 0.0
H 0.949512 -1.209442 1.897959 -0.1 0.0 -0.1
H -1.654475 -0.052822 0.718806 0.1 -0.1 0.1
H 0.073021 0.739475 2.804317 -0.1 0.1 0.0
C 0.255724 2.444212 -0.719540 0.1 -0.1 -0.1
C 0.872451 1.491088 -1.410534 -0.1 0.1 0.1
H -0.036971 2.302572 0.318958 0.1 0.0 -0.2
H 0.018994 3.407750 -1.165466 0.0 -0.1 0.0
H 1.107393 0.525989 -0.967009 0.0 0.2 -0.1
H 1.163409 1.635778 -2.448649 0.0 0.0 0.2
```
Positions in Å, forces in eV/Å.

=====

2.
ORCA calculation (wB97M-V/def2-TZVPD) on a 8-piece molecular cluster, C23H46BN3O29S8 overall.

Results
total energy: -6460.35004 Ha
LUMO level: 0.142 eV
molecular weight: 1095.96 g/mol
max |F|: 0.0406 hartree/bohr
SMILES string: NCCCBCCCCSc1nnco1.O=S1(=O)OCCO1.O=S1(=O)OCCO1.O=S1(=O)OCCO1.O=S1(=O)OCCO1.O=S1(=O)OCCO1.O=S1(=O)OCCO1.O=S1(=O)OCCO1
charge: 0
2S+1: 1

```
110
Properties=species:S:1:pos:R:3:forces:R:3
N 1.075732 -2.968954 6.275470 -0.1 -0.4 0.4
C 1.585182 -4.061329 5.443856 0.0 0.3 -0.7
C 1.681633 -3.655095 3.947800 0.6 0.0 1.3
C 2.931238 -2.762887 3.813595 -0.6 0.2 -1.2
B 3.318821 -2.365681 2.327265 0.5 0.1 0.9
C 3.729003 -0.869717 2.060292 -0.8 -0.2 -0.9
C 3.405289 -0.399282 0.618710 0.5 -0.1 1.0
C 3.389718 1.131141 0.518892 0.3 -0.2 0.1
C 4.237620 1.679055 -0.624484 -0.9 0.1 -0.3
S 3.517682 3.178144 -1.385920 -0.1 0.7 0.3
C 2.004517 2.465889 -1.885282 1.2 0.4 0.3
N 1.929701 1.253792 -2.242227 -0.5 -1.6 -0.6
N 0.585592 1.025889 -2.529486 0.5 -2.0 -0.5
C -0.023282 2.096620 -2.330503 0.2 1.6 0.5
O 0.831883 3.095393 -1.909870 -0.9 0.9 0.1
H 1.361912 -2.073848 5.905433 0.0 0.1 0.0
H 0.066004 -3.001472 6.260449 -0.1 0.2 0.0
H 2.586754 -4.325391 5.773609 0.1 -0.1 0.2
H 0.950665 -4.931534 5.564890 -0.2 -0.1 0.1
H 1.679237 -4.524289 3.298440 0.2 -0.1 -0.1
H 0.803379 -3.052485 3.749240 -0.2 -0.1 -0.3
H 2.707552 -1.831630 4.332087 0.2 0.2 0.3
H 3.789761 -3.193621 4.330923 0.2 -0.3 -0.1
H 3.312933 -3.184909 1.455638 -0.1 0.0 -0.1
H 3.100185 -0.270052 2.719764 0.1 0.2 0.3
H 4.764885 -0.652592 2.323308 0.2 -0.1 0.1
H 2.424983 -0.799931 0.399118 -0.2 0.0 -0.5
H 4.122840 -0.849628 -0.061892 0.0 0.0 -0.2
H 3.767670 1.543129 1.449343 0.1 0.2 0.2
H 2.360533 1.460416 0.446794 -0.2 0.1 -0.1
H 4.285836 0.954122 -1.422609 0.3 -0.2 -0.2
H 5.220155 1.985225 -0.292149 0.3 0.0 -0.1
H -1.063590 2.314497 -2.420613 -0.4 0.2 0.0
O -2.888292 5.377175 -7.457901 -0.1 -0.1 -0.3
S -1.519240 5.534593 -7.128353 0.2 -0.2 0.7
O -0.592434 6.125710 -8.019714 0.0 0.2 -0.3
O -0.953523 4.109150 -6.655065 -0.4 0.2 0.1
C -0.420803 4.214789 -5.323225 0.5 0.1 0.2
C -1.221537 5.319792 -4.672905 -0.4 -0.3 0.2
O -1.404708 6.283237 -5.721785 0.3 -0.1 -0.2
H 0.636453 4.476325 -5.398364 0.0 0.0 0.0
H -0.525694 3.266198 -4.803517 -0.1 -0.1 -0.2
H -0.706692 5.772708 -3.830763 0.0 0.2 -0.1
H -2.205604 4.968223 -4.352483 0.0 0.0 0.0
O -1.043863 -8.673306 3.332550 0.0 0.0 -0.3
S -0.480186 -7.809233 4.301872 0.0 -0.2 0.5
O 0.047650 -6.542875 3.953198 -0.1 0.2 -0.3
O 0.615851 -8.626828 5.131911 -0.3 -0.1 -0.1
C 0.303026 -8.601157 6.531743 0.1 0.3 0.3
C -1.206224 -8.489448 6.577421 -0.1 -0.4 0.0
O -1.525166 -7.600914 5.497430 0.3 0.2 0.0
H 0.784927 -7.729113 6.978376 0.0 0.0 0.0
H 0.670495 -9.504941 7.009435 0.1 -0.1 -0.2
H -1.569234 -8.079737 7.515404 -0.1 0.2 -0.1
H -1.686839 -9.451408 6.386983 0.0 0.0 0.0
O -4.474788 0.192487 -3.193690 -0.1 -0.1 0.4
S -4.445705 1.501010 -3.733360 0.0 0.0 -0.8
O -4.524721 2.653772 -2.910129 0.1 0.0 0.3
O -5.560058 1.593488 -4.873013 0.2 -0.2 0.1
C -4.963584 1.978551 -6.124630 0.1 0.5 -0.1
C -3.552526 1.441298 -6.046501 0.0 -0.4 -0.3
O -3.162950 1.650476 -4.676814 -0.2 0.4 0.1
H -4.974028 3.068088 -6.191502 0.0 0.0 0.0
H -5.527162 1.559789 -6.952957 -0.1 -0.1 0.2
H -2.874816 1.963600 -6.716433 0.1 0.1 0.2
H -3.516172 0.369079 -6.248266 0.0 0.0 0.0
O 5.891984 -3.924446 9.864041 0.2 -0.2 0.0
S 5.035015 -3.301955 8.924432 -0.3 0.4 0.1
O 4.807883 -3.849591 7.640309 0.0 -0.3 -0.1
O 5.486655 -1.770965 8.769210 0.0 -0.1 0.3
C 4.391681 -0.898661 9.078055 -0.3 0.1 -0.3
C 3.562946 -1.671980 10.081228 0.2 0.1 0.3
O 3.618057 -3.023922 9.614518 0.0 0.1 -0.3
H 3.832019 -0.707339 8.160317 0.0 0.0 0.0
H 4.767035 0.038798 9.479383 0.2 -0.1 0.0
H 2.531126 -1.335351 10.122547 -0.1 -0.2 -0.1
H 4.002934 -1.632151 11.080460 0.0 0.0 0.0
O 4.617825 7.958800 -6.534997 0.2 0.1 0.2
S 4.695963 7.335003 -7.803602 -0.4 0.0 -0.3
O 5.853531 6.637283 -8.220508 0.2 -0.1 0.1
O 4.295765 8.415653 -8.917935 -0.1 0.0 0.2
C 3.186353 7.942786 -9.694066 0.0 -0.3 -0.3
C 2.413530 7.052152 -8.746237 -0.3 0.3 0.2
O 3.430285 6.371685 -7.994593 0.2 0.0 -0.2
H 3.575238 7.381153 -10.545993 0.0 0.0 0.0
H 2.597176 8.782831 -10.051042 0.1 0.1 0.1
H 1.783912 6.332380 -9.259336 0.1 -0.2 0.1
H 1.805035 7.636321 -8.054113 0.0 0.0 0.0
O -10.448260 1.509647 -1.928260 -0.2 0.1 -0.1
S -9.592239 1.490477 -0.800412 0.5 0.0 -0.1
O -10.100603 1.503956 0.519831 -0.2 -0.1 0.1
O -8.516014 2.663647 -0.969210 -0.1 -0.2 -0.2
C -7.183384 2.129484 -0.930643 0.2 -0.1 0.3
C -7.325058 0.723396 -1.474734 0.0 0.1 -0.4
O -8.572409 0.262305 -0.934515 0.0 0.2 0.3
H -6.842752 2.123692 0.106847 0.0 0.0 0.0
H -6.518550 2.744461 -1.527453 -0.2 0.1 -0.1
H -6.516116 0.068794 -1.164919 -0.1 -0.1 0.1
H -7.400593 0.717896 -2.564894 0.0 0.0 0.0
O -0.129652 -0.681066 0.507569 0.2 0.3 0.1
S -0.688693 -1.707148 1.309273 -0.2 -0.3 -0.3
O -0.778475 -1.586697 2.716972 -0.1 0.3 0.2
O 0.040344 -3.079611 0.942944 -0.1 0.2 -0.2
C -0.922610 -4.054385 0.515487 -0.3 -0.3 0.2
C -2.034638 -3.232618 -0.106629 0.2 0.0 -0.4
O -2.136153 -2.075424 0.738842 0.1 -0.2 0.3
H -1.267584 -4.607049 1.391601 0.0 0.0 0.0
H -0.464936 -4.741348 -0.190475 0.2 0.1 0.0
H -2.984102 -3.759252 -0.130297 -0.1 0.1 0.2
H -1.773347 -2.901190 -1.113836 0.0 0.0 0.0
```
Positions in Å, forces in eV/Å.

=====

3.
ORCA calculation (wB97M-V/def2-TZVPD) on C7H8 in the gas phase.

Results
total energy: -271.49758 Ha
LUMO level: 1.085 eV
molecular weight: 92.14 g/mol
max |F|: 0.1131 hartree/bohr
relative energy (zero: lowest compared OMol25 entry of this formula, charge and spin): 88.94 kJ/mol
SMILES string: Cc1ccccc1
charge: 0
2S+1: 1

```
15
Properties=species:S:1:pos:R:3:forces:R:3
C 2.157134 -0.025246 -0.007691 0.9 4.4 -3.7
C 0.714728 0.114492 0.097686 -0.1 -1.9 0.7
C 0.083831 -0.674892 1.077215 0.3 1.7 -1.5
C -1.258424 -0.690549 0.935887 -2.6 -1.7 1.9
C -2.046645 -0.023207 0.000442 -0.4 -1.1 0.9
C -1.387158 0.662351 -0.961444 0.3 0.6 0.7
C 0.007404 0.755851 -0.872235 -0.9 0.2 -2.2
H 2.452361 1.095308 -0.155723 0.3 -1.8 0.3
H 2.627321 -0.330272 0.844753 1.3 -1.3 2.0
H 2.473897 -0.481821 -0.981613 -0.1 -0.1 1.2
H 0.674624 -1.178676 1.826841 -0.3 -0.2 0.0
H -1.827441 -1.348475 1.587690 0.0 0.1 0.3
H -3.149780 -0.161258 0.049270 1.0 0.3 -0.2
H -2.016096 1.151405 -1.655407 0.1 0.6 -1.2
H 0.494246 1.134985 -1.785668 0.2 0.2 0.8
```
Positions in Å, forces in eV/Å.

=====

4.
ORCA calculation (wB97M-V/def2-TZVPD) on C4H11ErO2 as an isolated structure.

Results
total energy: -1323.79482 Ha
LUMO level (alpha / beta): -9.911 / -9.762 eV
molecular weight: 258.39 g/mol
max |F|: 0.0395 hartree/bohr
<S²>: 3.753
relative energy (zero: lowest compared OMol25 entry of this formula, charge and spin): 0.00 kJ/mol
charge: +2
2S+1: 4

```
18
Properties=species:S:1:pos:R:3:forces:R:3
C 2.497685 0.718372 0.244371 1.4 -0.3 0.1
O 1.125283 1.053690 0.030033 -0.9 -0.2 0.8
C 0.913378 2.047944 -0.976698 -0.1 0.8 -0.8
C -0.568340 2.108484 -1.254034 0.4 0.0 -1.1
O -1.242480 2.175991 0.006676 0.4 -0.3 0.8
C -2.630913 2.500870 -0.084405 -1.3 0.4 -0.3
H 2.532601 -0.028521 1.043514 0.1 0.0 -0.1
H 2.915256 0.295568 -0.677849 -0.1 0.0 0.3
H 3.059854 1.614692 0.538903 -0.1 -0.2 -0.1
H 1.450770 1.769327 -1.893248 -0.1 0.0 0.2
H 1.294088 3.012564 -0.610120 0.0 -0.2 -0.1
H -0.914135 1.214660 -1.793822 0.0 0.2 0.1
H -0.798193 3.004387 -1.846181 0.0 -0.2 0.1
H -3.153803 1.742407 -0.682218 0.1 0.2 0.1
H -3.030226 2.519817 0.934489 -0.1 0.1 -0.1
H -2.740908 3.490068 -0.545519 0.0 -0.2 0.2
Er -0.399029 0.927409 1.647061 0.3 -0.9 1.7
H -0.296762 0.116366 3.724431 -0.1 0.8 -1.9
```
Positions in Å, forces in eV/Å.